[1]
Formula: C55H65F12O8Zr
Source: OMol25
Level of theory: wB97M-V/def2-TZVPD

Properties
- Net charge: +2
- Gap between HOMO and LUMO (spin up / spin down): 6.479 / 2.554 eV
- Multiplicity: 2
- Highest occupied orbital energy (spin up / spin down): -0.4615 / -0.4615 Ha

Each line ends with the Mulliken spin population.
Element x y z (Å)
1 C 6.219 -5.569 -30.222  0.002
2 H 7.346 -3.486 -34.086  0.000
3 H 15.692 -1.724 -21.391  0.000
4 C 9.397 -7.918 -30.663  0.071
5 H 15.140 -3.553 -30.587  0.000
6 H 10.122 -0.503 -25.203  0.000
7 H 16.779 3.731 -25.387  0.000
8 H 10.826 -4.404 -30.694  0.031
9 F 7.685 -3.838 -21.971  0.000
10 H 10.440 -0.117 -23.476  0.000
11 C 15.638 -6.956 -27.384  0.000
12 C 16.707 0.374 -24.925  0.000
13 H 15.877 -7.663 -28.180  0.000
14 Zr 12.944 -4.931 -24.502  0.000
15 H 8.508 -1.402 -22.846  0.000
16 C 8.960 -1.634 -23.810  0.000
17 C 15.084 2.389 -25.769  0.000
18 C 13.503 -9.117 -24.462  0.000
19 H 12.722 -5.839 -28.898  -0.001
20 F 11.845 -9.978 -33.198  0.008
21 C 11.441 -9.135 -31.085  0.047
22 H 10.914 -8.252 -29.149  -0.002
23 C 8.954 -8.090 -31.961  0.034
24 H 8.724 -7.322 -30.065  0.004
25 C 10.304 -5.867 -27.020  0.003
26 F 11.501 -1.991 -28.581  0.000
27 C 6.245 -6.440 -28.020  0.000
28 C 9.327 -2.992 -31.368  0.121
29 C 9.632 -12.081 -26.732  0.000
30 F 13.308 -1.119 -27.980  0.000
31 F 13.811 -1.177 -35.067  0.000
32 H 16.560 -3.719 -32.768  0.000
33 C 8.380 -2.745 -32.356  0.232
34 C 9.630 -4.000 -23.333  0.000
35 H 11.829 -2.496 -21.166  0.000
36 H 12.022 -8.879 -25.934  0.000
37 F 7.697 -1.572 -32.325  0.057
38 H 6.459 -4.818 -30.960  -0.003
39 H 11.176 -6.414 -27.378  0.000
40 H 10.089 -6.163 -25.993  0.000
41 C 14.350 -6.214 -27.575  0.000
42 C 12.578 -2.270 -27.903  -0.001
43 C 13.728 -2.212 -31.535  0.002
44 H 13.340 2.192 -28.529  0.000
45 H 9.491 -3.884 -26.799  0.000
46 C 16.392 2.723 -25.407  0.000
47 C 14.185 -1.751 -33.924  0.000
48 C 5.080 -7.656 -29.797  0.000
49 C 15.013 -1.549 -22.226  0.000
50 H 4.413 -8.427 -30.155  0.000
51 H 10.594 -5.863 -32.632  0.035
52 H 13.158 -2.155 -30.619  0.000
53 H 13.709 -8.848 -23.426  0.000
54 H 11.854 1.313 -28.908  0.000
55 H 12.392 -1.243 -32.857  -0.001
56 C 15.424 0.067 -25.311  0.000
57 H 12.801 4.652 -26.881  0.000
58 H 9.548 -8.721 -26.870  0.000
59 H 13.542 0.819 -25.830  0.000
60 H 8.892 -4.399 -24.028  -0.001
61 C 10.088 -4.163 -31.444  0.042
62 C 5.399 -6.593 -30.663  0.003
63 H 11.332 -2.087 -26.124  0.000
64 H 10.471 -4.154 -28.246  -0.004
65 O 13.968 -5.495 -26.659  0.000
66 H 15.034 -0.941 -25.319  0.000
67 F 17.514 -0.640 -24.584  0.000
68 C 12.694 -1.834 -21.118  0.000
69 F 9.567 -3.309 -21.033  0.000
70 O 11.560 -4.086 -26.349  -0.001
71 C 15.377 -2.470 -33.825  0.000
72 C 10.611 -8.439 -30.169  -0.020
73 C 10.397 -4.356 -27.178  0.002
74 C 8.057 -3.715 -33.307  0.028
75 H 18.227 1.845 -24.630  0.000
76 C 5.540 -7.526 -28.484  0.000
77 C 10.997 -9.237 -32.430  0.047
78 H 12.347 -0.828 -21.355  0.000
79 H 7.107 -4.559 -28.600  0.000
80 H 6.663 -6.438 -27.025  0.000
81 C 8.316 -12.337 -26.429  0.000
82 F 10.438 -13.178 -26.756  0.000
83 C 11.823 4.467 -27.324  0.000
84 F 13.186 -3.282 -28.513  0.000
85 H 14.288 -6.245 -29.709  0.000
86 C 6.525 -5.417 -28.904  0.001
87 O 11.039 2.293 -26.773  0.000
88 C 11.692 2.961 -27.538  0.000
89 H 8.689 -5.566 -34.198  0.002
90 H 12.346 -9.588 -30.709  0.000
91 H 7.112 -9.234 -26.419  0.000
92 H 13.073 -1.890 -20.097  0.000
93 H 8.023 -13.351 -26.198  0.000
94 C 8.803 -4.850 -33.397  0.079
95 H 14.357 -8.904 -25.104  0.000
96 C 9.760 -8.713 -32.857  -0.019
97 O 12.383 -7.049 -24.940  0.000
98 C 12.114 -2.777 -26.440  -0.001
99 H 11.197 -10.726 -27.117  0.000
100 H 15.669 -7.481 -26.429  0.000
101 O 10.898 -4.583 -23.625  0.000
102 C 9.258 -9.757 -26.774  0.000
103 H 8.172 -2.004 -24.465  0.000
104 H 5.300 -8.337 -27.814  0.000
105 C 13.380 -1.663 -32.743  0.000
106 C 10.167 -10.799 -26.800  0.000
107 O 9.931 -2.665 -23.663  0.000
108 C 7.882 -9.986 -26.510  0.000
109 C 12.200 -8.481 -24.935  0.000
110 C 13.607 -6.475 -28.890  0.001
111 H 9.408 -2.265 -30.573  0.010
112 C 15.714 -3.070 -32.596  0.000
113 H 6.348 -11.389 -26.161  0.000
114 H 15.540 -1.876 -23.123  0.000
115 C 8.997 -4.133 -21.909  0.000
116 H 13.446 -10.204 -24.411  0.000
117 H 9.032 0.511 -24.323  0.000
118 O 13.527 -3.366 -22.740  0.000
119 H 12.084 2.931 -29.637  0.000
120 C 17.205 1.683 -24.941  0.000
121 C 9.927 -5.022 -32.515  0.186
122 C 13.710 -2.321 -22.071  0.000
123 C 9.679 -0.360 -24.217  0.000
124 F 4.949 -6.563 -31.951  0.000
125 H 11.262 -8.830 -24.502  0.000
126 O 13.076 -2.956 -25.492  0.000
127 H 16.036 -2.540 -34.678  0.000
128 H 9.559 -8.845 -33.910  -0.001
129 H 11.695 4.924 -28.306  0.000
130 H 9.558 -6.406 -27.604  0.000
131 C 14.568 1.109 -25.658  0.000
132 C 7.411 -11.291 -26.326  0.000
133 H 13.304 -7.521 -28.838  0.000
134 H 14.770 -0.510 -22.450  0.000
135 F 9.066 -5.380 -21.543  0.000
136 H 16.368 -6.147 -27.394  0.000
137 H 8.030 -7.669 -32.329  0.004
138 H 11.058 4.921 -26.694  0.000
139 H 14.472 3.179 -26.178  0.000
140 C 12.282 2.305 -28.767  0.000
141 C 14.860 -3.005 -31.475  0.000

Atoms 1-3, force components in eV/Å:
-1.048 0.670 -1.647
-0.343 0.019 0.172
-0.281 0.425 0.272

[2]
Formula: C34H63BrCl2N2O3OsSi8Te
Source: OMol25
Level of theory: wB97M-V/def2-TZVPD

Properties
- Net charge: -2
- Gap between HOMO and LUMO: 4.639 eV
- Highest occupied orbital energy: -0.0315 Ha

Each line ends with the Mulliken charge.
Element x y z (Å)
1 C 0.528 -3.970 2.469  -0.092
2 H 0.828 2.165 6.808  0.257
3 H 4.280 -3.989 2.100  0.472
4 Si -2.512 1.148 4.690  0.402
5 C -2.287 0.597 -3.521  -0.005
6 H 2.809 0.215 -4.460  -0.224
7 H -3.561 1.719 6.877  0.363
8 C -2.658 -0.311 -5.747  -1.019
9 H 3.069 -3.507 -5.140  0.473
10 C 1.083 -3.074 1.576  0.487
11 Cl -5.423 1.145 -6.004  -0.337
12 H 2.198 4.086 2.932  0.232
13 H -4.239 -2.290 -4.185  0.294
14 C 3.176 -4.163 -2.093  -1.417
15 C -1.618 -1.130 -5.560  -1.115
16 C -1.302 -3.135 -1.599  -0.249
17 C -1.067 -1.347 -4.175  1.926
18 C -2.743 2.143 6.285  -1.134
19 H 0.476 -2.364 1.028  0.101
20 C 1.318 4.394 2.364  -0.682
21 C -2.546 -0.675 5.173  -0.861
22 Cl -4.016 3.527 -1.370  -0.291
23 C 3.202 -3.980 2.203  -0.498
24 C 0.358 3.267 -3.806  -1.297
25 Br -1.343 -4.021 2.735  -0.152
26 Si 1.258 0.705 4.808  0.424
27 H -0.284 -3.537 -1.615  -0.136
28 H 2.982 2.467 4.369  0.241
29 Si -1.954 -2.810 -3.330  0.099
30 O 4.353 -2.172 0.357  -0.655
31 H 1.607 -1.420 3.598  -0.448
32 H 2.012 0.906 7.191  0.388
33 H 2.327 -4.385 -1.440  0.295
34 H -1.801 3.921 1.246  0.045
35 H -1.612 5.550 1.923  0.396
36 Os 0.087 0.555 -1.791  -0.228
37 C -1.728 4.492 2.176  -0.832
38 H 4.757 -0.745 -3.524  0.325
39 C 4.774 -1.747 -3.092  -1.346
40 H 3.068 1.175 3.169  0.291
41 C 0.656 1.423 0.057  -1.681
42 H -5.504 2.776 -3.683  0.417
43 C 2.933 2.744 -2.334  -1.133
44 H 3.611 2.022 -1.868  0.211
45 H 2.601 3.433 -1.552  0.219
46 O -1.597 1.743 -1.590  -0.573
47 Si 1.443 1.857 -3.129  1.223
48 H -1.841 2.138 6.901  0.286
49 H 1.400 3.961 1.367  0.054
50 H -3.078 -0.151 -6.733  0.418
51 C 1.081 1.113 6.652  -1.131
52 C -3.676 2.346 -2.612  0.832
53 H -3.891 0.965 2.631  0.247
54 H -3.488 -0.926 5.671  0.400
55 H 3.215 -4.948 -2.854  0.489
56 Si 3.032 -2.451 -2.912  1.352
57 H 4.078 -4.221 -1.483  0.345
58 O 2.343 -1.299 -0.056  0.691
59 H 0.553 4.485 5.497  0.231
60 H 1.341 5.485 2.268  0.391
61 Te -0.785 0.413 1.361  -0.342
62 H 0.113 3.988 -3.021  0.208
63 H -1.942 -3.853 -1.078  0.630
64 H -2.993 3.184 6.065  0.290
65 H -0.229 5.871 4.725  0.380
66 C -1.679 -4.362 -4.376  -1.232
67 H -0.617 -4.606 -4.468  0.319
68 H -1.209 4.582 5.444  0.211
69 H -1.282 -2.206 -1.022  -0.186
70 C -3.155 0.486 -4.634  0.006
71 H -4.095 2.549 3.362  0.269
72 H 0.402 2.484 0.131  0.453
73 C -3.995 1.484 3.586  -1.056
74 C 2.178 1.073 -4.706  -0.886
75 C 2.391 -2.794 -4.657  -1.009
76 H -1.727 -0.924 5.854  0.238
77 H -4.292 -3.413 -2.809  0.388
78 H -2.082 -4.223 -5.383  0.288
79 H 1.373 0.720 -5.360  0.191
80 H 1.626 1.249 0.524  0.898
81 H 5.376 -2.389 -3.744  0.360
82 C 1.322 -1.165 4.623  -0.277
83 H -4.918 1.149 4.069  0.353
84 H 2.058 -1.603 5.305  0.477
85 H -2.181 -5.226 -3.929  0.370
86 Si 1.670 -0.928 -1.653  -0.260
87 H 0.874 3.796 -4.618  0.402
88 N 2.663 -4.839 3.064  -0.698
89 Si -0.509 1.586 3.559  0.406
90 C -2.507 1.612 -2.528  -0.360
91 C 3.155 -2.142 0.511  -0.005
92 C 2.461 -3.084 1.446  0.371
93 H 3.498 3.317 -3.079  0.404
94 H -1.158 -1.647 -6.397  0.538
95 C -4.301 1.284 -4.649  0.943
96 H -2.444 -1.311 4.289  0.074
97 C -4.598 2.190 -3.658  -0.948
98 C 1.341 -4.826 3.191  -0.202
99 H 1.392 -3.236 -4.652  0.028
100 N -1.177 -0.143 -3.343  -0.725
101 H -4.024 -1.680 -2.545  0.290
102 H 0.906 -5.522 3.899  0.393
103 H 5.253 -1.690 -2.113  0.325
104 H 3.735 0.921 4.791  0.396
105 H 2.353 -1.888 -5.266  0.285
106 H 0.289 0.511 7.107  0.269
107 C 2.917 1.386 4.231  -1.143
108 H -0.008 -1.607 -4.247  -1.373
109 H 0.351 -1.628 4.814  0.165
110 H -2.675 4.372 2.709  0.239
111 C -0.297 4.789 4.879  -1.083
112 H -0.586 2.878 -4.198  0.158
113 Si -0.283 3.887 3.212  0.570
114 C -3.804 -2.518 -3.210  -1.124
115 H 2.787 1.792 -5.267  0.540

Atoms 1-3, force components in eV/Å:
-0.029 0.024 -0.048
0.025 -0.010 -0.004
0.010 0.001 -0.003

[3]
Formula: Cu3H9O9S
Source: OMol25
Level of theory: wB97M-V/def2-TZVPD

Properties
- Net charge: 0
- Gap between HOMO and LUMO: 3.829 eV
- Highest occupied orbital energy: -0.2813 Ha

Each line ends with the Mulliken charge.
Element x y z (Å)
1 H 0.016 1.654 -2.176  0.398
2 Cu -2.143 1.077 0.567  0.591
3 H 2.657 -1.151 0.854  0.273
4 H 1.027 1.713 -3.301  0.306
5 S -0.342 3.266 0.299  1.369
6 O -1.019 -2.371 -0.826  -0.698
7 H -1.918 -2.085 -0.988  0.323
8 O 0.222 -3.805 0.903  -0.693
9 O 2.263 -0.892 0.021  -0.589
10 O -0.829 4.660 0.247  -0.692
11 O 1.140 3.302 0.187  -0.760
12 O -0.694 2.613 1.558  -0.753
13 H 1.370 -0.632 0.248  0.358
14 H -0.428 -0.234 -0.003  0.065
15 Cu 0.577 0.975 2.412  0.641
16 Cu -0.742 -2.027 2.598  0.683
17 O -0.902 2.503 -0.806  -0.734
18 H -0.638 -1.674 -0.293  0.548
19 H -0.413 -3.367 0.336  0.424
20 H 0.822 -4.241 0.299  0.303
21 O 0.217 1.278 -3.033  -0.668
22 O -0.242 -0.563 0.898  -0.693

Atoms 1-3, force components in eV/Å:
-0.249 0.576 0.529
1.370 1.348 -0.266
0.214 -0.141 0.106

Computed largest force on an atom (Eh/bohr) in order:
0.1302 0.0090 0.1710
Computed electronic energy (eV) in order:
-108341.8142 -213281.9157 -163322.8948